(1)
59
Properties=species:S:1:pos:R:3 method="wB97M-V/def2-TZVPD" multiplicity=1 e_homo_ev=-3.9 total_energy_ev=-63701.9455 charge=-1 de_lowest_kj_mol=0.0
C -3.508 1.630 -0.113
O -0.635 0.658 -5.135
N 0.157 -1.771 -1.077
C -0.588 -0.723 3.228
H -3.994 3.733 0.299
F -0.434 3.835 -4.163
C -0.730 2.785 -3.360
H 1.477 -0.600 3.921
C 4.514 -1.192 -1.036
N 2.649 -1.338 0.540
H 0.625 1.047 3.846
H -2.270 -2.345 1.275
H -3.493 3.425 -1.285
H -2.894 1.007 -0.809
H 0.718 -4.954 -1.632
H 4.880 -0.394 -0.325
C 3.909 -0.622 -2.341
H 5.386 -1.740 -1.368
H -3.873 2.355 4.407
C -1.679 -1.726 0.566
S 0.136 1.161 -4.025
H 4.308 -2.671 0.513
C -3.355 1.808 3.596
N -1.620 -0.401 0.551
H 4.820 -0.146 -2.908
C -2.210 0.291 1.624
H 3.425 1.234 -1.566
C 0.535 -0.031 4.087
C 3.670 -2.122 -0.181
H 1.771 -2.417 -2.235
C -1.719 0.149 2.943
C -0.726 -3.790 -0.596
H -2.255 3.435 -0.076
H -4.499 1.366 -0.300
H 0.263 -0.137 5.152
C -3.246 3.153 -0.300
In 0.920 0.242 -0.630
H 3.499 -1.403 -2.998
H -1.334 -4.486 -0.102
O 0.115 0.360 -2.797
C 0.374 -3.988 -1.393
C -3.809 1.906 2.314
C 0.909 -2.702 -1.670
H -0.957 -1.618 3.825
H 2.998 -0.718 1.259
F -0.239 3.034 -2.181
C -0.847 -2.393 -0.378
C -2.343 0.945 3.924
H -0.128 -1.011 2.307
H -1.953 0.851 4.935
H 1.934 -1.981 0.894
H 2.631 0.941 -2.929
N 2.898 0.497 -2.023
H 3.166 -2.892 -0.848
Te 1.034 2.141 1.080
F -2.027 2.754 -3.329
H -4.585 2.659 2.075
O 1.431 1.686 -4.340
C -3.202 1.227 1.288

(2)
103
Properties=species:S:1:pos:R:3 method="wB97M-V/def2-TZVPD" multiplicity=3 e_homo_ev="-10.7 / -10.7" total_energy_ev=-93139.8835 charge=+1 s2=2.004
H 4.620 -1.691 -1.496
H -0.046 1.795 4.228
H 4.474 0.076 -1.384
C -1.586 -1.725 2.919
C 2.838 -2.159 0.574
H 1.597 0.524 4.871
C -0.827 4.014 -1.242
H -3.417 -4.846 0.767
H 1.356 -2.954 -7.263
C 0.481 -1.140 -2.893
H -0.334 3.513 -2.077
C -4.032 -1.777 -1.179
N -0.387 3.426 0.002
N -3.415 -2.815 1.202
H 3.497 2.723 1.220
H 5.839 -0.679 0.729
H -3.167 5.197 1.884
H 1.004 -3.694 -5.061
H 3.077 -0.891 -1.873
C -2.602 4.897 0.997
H 0.519 1.997 -4.275
H -5.407 -3.239 1.631
C 2.355 1.014 2.890
H -1.815 -4.088 0.866
C 0.372 -0.861 -1.425
C 1.587 0.108 3.855
C -2.486 0.038 -0.907
C 0.839 -2.681 -4.723
C -1.610 1.523 2.807
H 3.377 1.160 3.260
H 5.126 2.874 0.558
H -1.901 3.902 -1.362
N 4.550 0.935 1.031
C 0.248 1.345 -3.448
H -1.714 0.449 -0.251
N 0.227 -0.074 3.348
H 1.096 -3.458 -1.517
C -4.609 -2.577 1.975
H -1.721 -2.807 2.985
C 3.957 -0.868 -1.221
H -2.402 -1.252 3.482
H -4.926 -1.544 1.837
C 4.513 2.353 1.297
H 1.333 3.433 1.143
H -3.279 0.773 -1.071
H -4.449 -2.767 3.045
H 3.124 -2.402 1.599
H 0.142 -1.736 -7.673
C 0.639 -3.660 -2.480
H 4.913 2.594 2.288
C 0.832 -1.655 -5.650
H 1.827 -1.269 -7.501
C 1.053 -1.923 -7.104
H 1.854 1.985 2.829
Ni 0.186 -0.062 1.079
H 0.602 0.451 -5.889
C -2.622 -1.707 0.822
C -3.718 2.753 1.159
C 0.650 -2.455 -3.364
C 3.434 0.143 0.942
H 0.491 -2.121 3.207
C 0.624 -0.365 -5.180
H 0.848 1.588 -2.577
H -3.566 1.680 1.091
H -3.136 5.272 0.119
H -4.418 3.054 0.371
H -1.620 5.359 1.041
C -0.255 -1.425 3.599
H -2.404 0.795 2.623
C -1.244 2.836 0.870
H -2.029 -0.195 -1.872
H -4.925 -1.148 -1.225
O 0.025 -1.741 -0.604
H 1.280 2.145 -0.084
H 6.387 0.844 -0.001
N 2.339 0.312 1.621
N -0.871 1.814 1.591
H 6.480 0.618 1.751
H 1.750 -2.021 0.542
C 5.881 0.398 0.860
H 1.559 3.838 -0.572
H -1.252 0.588 4.715
H -0.377 -1.610 4.681
C 0.461 -0.089 -3.832
C 1.033 3.188 0.124
H -0.389 -3.966 -2.289
H -2.066 2.435 3.211
H 2.104 -0.853 3.881
H -2.737 -4.467 2.354
H -4.176 2.995 2.123
N 3.577 -0.978 0.170
H 3.115 -2.983 -0.078
C -0.659 0.966 3.870
H -3.633 -1.880 -2.189
H -4.303 -2.760 -0.809
H 1.154 -4.481 -2.970
H -0.576 5.077 -1.277
N -2.470 3.457 0.987
C -2.808 -4.119 1.315
H -0.799 1.512 -3.195
N -3.042 -1.157 -0.329
N -1.648 -1.245 1.544
O 0.632 0.294 -0.969

(3)
110
Properties=species:S:1:pos:R:3 method="wB97M-V/def2-TZVPD" multiplicity=1 e_homo_ev=-8.2 total_energy_ev=-84931.5224 charge=+1 de_lowest_kj_mol=0.0
H 3.403 1.562 -2.510
H 0.737 4.071 2.176
H 1.046 6.208 -0.804
C 1.489 3.165 0.382
O 5.483 0.506 0.103
H 2.120 4.489 -2.407
O 1.524 1.989 -0.047
H -5.797 0.756 0.069
C -2.094 3.231 2.570
H -6.209 -5.487 -1.814
H 3.270 -2.497 3.089
H -4.547 0.637 -1.168
H 3.028 0.007 -4.338
C -2.846 3.155 -3.289
H 1.551 2.523 2.406
C 1.384 -4.356 1.535
C -4.762 0.454 -0.112
C 2.194 -5.332 2.093
C 2.886 -0.364 -3.325
H 7.743 2.939 -0.556
C -4.871 -3.973 -1.101
H 1.822 -0.343 -3.076
C -3.119 -4.092 1.605
H -1.862 6.570 3.066
P 3.976 1.156 0.136
H -3.071 -4.370 -4.489
H -3.496 3.908 -3.716
C 6.863 2.336 -0.773
C 6.620 1.345 0.353
C 3.743 -5.099 0.283
C 1.580 3.458 1.853
H -2.287 2.313 3.117
H 0.354 4.386 -2.256
C 3.028 -1.450 2.919
H 0.985 -2.824 -1.432
C -2.955 -4.622 2.879
H 3.212 -3.682 -1.235
H 4.736 0.396 -2.534
H -4.005 1.118 1.799
H 6.003 2.999 -0.889
H -2.238 -2.733 -2.812
H -0.426 0.968 -4.189
C 3.664 0.508 -2.360
H 3.986 -6.501 1.900
C -3.106 -3.346 -2.604
H 2.506 3.986 2.086
C -3.744 -3.197 -1.373
C -4.702 -1.058 0.152
H -1.900 2.696 -5.159
H -4.951 -1.261 1.195
C 2.929 -4.131 -0.287
H 0.471 -4.059 2.037
C -2.268 -1.995 2.387
H 1.941 -1.352 2.828
H -0.216 -3.094 -0.161
O 3.357 0.403 1.442
H 1.327 2.922 -2.105
H -1.673 -1.921 4.447
C -2.091 -2.530 3.654
H 4.669 -5.379 -0.206
H -5.081 -5.708 -4.000
H 3.246 -1.391 -3.284
C -3.886 1.387 0.746
H -0.540 0.478 -1.743
Sr 1.645 -0.376 0.439
H -5.385 -3.875 -0.153
H -1.378 6.485 0.647
C -2.084 4.442 3.244
H 7.471 0.672 0.453
H 4.817 -1.018 1.829
C -5.343 -4.878 -2.039
C 1.481 5.587 -0.025
C 3.375 -5.719 1.470
P -3.077 -1.892 -0.261
C -1.576 4.353 0.516
H -3.478 -4.733 0.811
C -1.116 1.510 -3.554
C 1.302 3.985 -1.891
C -2.069 1.917 -1.372
C -3.577 -4.253 -3.540
H 3.506 -1.581 0.821
H 7.017 1.808 -1.715
C 1.720 -3.746 0.315
C -1.945 2.477 -4.101
H -2.362 -4.252 4.908
O 3.361 0.123 -1.008
C 0.810 -2.797 -0.350
H 0.920 5.748 0.891
C -1.840 5.619 2.550
H 3.352 -0.871 3.783
N 1.413 4.198 -0.454
H -3.626 3.408 -1.317
C -1.176 1.233 -2.195
C -2.915 2.872 -1.934
C 3.743 -0.958 1.684
C -2.811 -2.760 1.348
H -5.448 -1.533 -0.484
H 2.516 5.899 0.131
C -1.571 5.569 1.191
H -4.264 2.404 0.623
C -1.874 3.172 1.191
H -1.369 4.331 -0.544
H 6.498 1.875 1.304
C -4.703 -5.012 -3.263
H 1.896 -5.813 3.017
H -3.214 -5.657 3.062
H -1.997 -0.967 2.190
P -2.037 1.500 0.414
C -2.460 -3.842 3.912
H -2.285 4.470 4.307

(4)
13
Properties=species:S:1:pos:R:3 method="wB97M-V/def2-TZVPD" multiplicity=1 e_homo_ev="-8.0 / -8.2" total_energy_ev=-38317.6650 charge=0 de_lowest_kj_mol=174.0
H 2.333 -2.260 -0.890
H -3.072 1.320 0.246
H -0.326 2.338 0.642
P -3.238 0.030 -0.220
P 0.077 0.269 -0.853
H -3.783 -0.578 0.919
P 0.812 1.624 0.625
P -1.255 -0.559 0.679
H 2.627 -1.179 0.601
H 1.349 2.683 -0.091
H 3.160 -0.602 -1.307
H -1.217 -1.882 0.178
C 2.533 -1.205 -0.531

(5)
20
Properties=species:S:1:pos:R:3 method="wB97M-V/def2-TZVPD" multiplicity=2 e_homo_ev="-7.6 / -7.6" total_energy_ev=-58172.9212 charge=0 s2=0.753 de_lowest_kj_mol=96.0
H -0.695 -3.140 -2.272
C 0.031 -2.316 -2.189
C -1.433 -1.774 -4.268
C -2.360 -1.285 -0.061
C -2.423 -0.880 -4.483
H -1.248 -2.683 -4.839
H 0.955 1.041 -1.445
H -0.227 -2.544 -0.054
H -3.092 -1.039 -5.341
Cu -1.191 0.276 -2.414
O -1.194 -0.817 -0.730
C -0.110 -1.746 -0.799
H -2.461 -2.373 -0.179
O -0.494 -1.418 -3.303
O 0.509 1.072 -2.295
H -2.300 -1.024 1.005
H -3.214 -0.776 -0.521
H 1.018 -2.775 -2.343
H 0.793 -1.184 -0.526
O -2.506 0.270 -3.840

(6)
13
Properties=species:S:1:pos:R:3 method="wB97M-V/def2-TZVPD" smiles="C1=NN=C2C=NNN2N1" multiplicity=1 e_homo_ev=-8.3 total_energy_ev=-12112.0565 charge=0 de_lowest_kj_mol=263.3
N 0.726 -1.168 -1.225
N 0.108 0.323 0.544
N 0.028 2.227 -0.697
N -0.468 1.652 0.435
N 0.479 -2.199 -0.357
C 0.578 1.317 -1.424
N -0.860 -0.674 0.891
H -1.043 -0.572 1.897
C 0.575 0.024 -0.782
H 1.020 1.529 -2.385
C -0.295 -1.954 0.644
H -0.642 -2.767 1.268
H -0.206 2.262 1.191

(7)
11
Properties=species:S:1:pos:R:3 method="wB97M-V/def2-TZVPD" smiles="C=C(F)CN(F)F" multiplicity=1 e_homo_ev=-10.3 total_energy_ev=-12813.1953 charge=0 de_lowest_kj_mol=463.0
F -0.407 1.774 0.285
H -2.115 -0.791 -1.029
F 2.416 0.689 -0.064
N 1.648 -0.447 -0.447
H -2.341 1.176 -0.923
C -1.820 0.258 -0.746
C 0.275 -0.390 0.609
H 0.050 -1.385 0.781
H 0.552 0.051 1.584
C -0.744 0.507 -0.029
F 2.485 -1.442 -0.022

(8)
15
Properties=species:S:1:pos:R:3 method="wB97M-V/def2-TZVPD" multiplicity=1 e_homo_ev=-14.8 total_energy_ev=-7261.8102 charge=+1 de_lowest_kj_mol=610.9
H -2.487 -1.851 0.022
N 0.141 1.524 -0.128
C 1.215 -0.576 0.653
C -0.204 2.628 -0.232
H -1.529 -0.954 1.247
H 2.605 0.366 -0.959
H -2.488 -0.026 0.041
N 0.480 0.343 -0.200
H -0.613 3.525 -0.060
H 1.657 -0.125 1.435
C -1.805 -0.941 0.161
H 1.557 -1.006 -1.567
C 1.748 -0.270 -0.733
H -0.947 -1.096 -0.500
H 0.669 -1.539 0.821

(9)
12
Properties=species:S:1:pos:R:3 method="wB97M-V/def2-TZVPD" multiplicity=1 e_homo_ev="-7.9 / -7.4" total_energy_ev=-7325.3864 charge=0 de_lowest_kj_mol=376.1
C -0.604 -0.741 -0.301
C 1.258 0.480 -0.105
C -1.169 0.022 0.861
C 0.741 -0.778 0.284
O -0.538 0.091 -1.474
H -0.555 0.539 1.579
C 0.365 0.984 -1.023
H 0.380 1.937 -1.537
H 2.159 0.978 0.229
H -1.110 -1.684 -0.508
H -2.169 -0.257 1.196
H 1.236 -1.579 0.819